Computed, not measured: a molecular structure, C30H31CoFN2O6PS, with ωB97M-V/def2-TZVPD.

Values from the calculation:
Relative energy (zero: lowest compared OMol25 entry of this formula, charge and spin) in eV: 0.000
Charge: +1
Multiplicity: 2
E_HOMO (spin up / spin down) in Eh: -0.4083 / -0.4108
LUMO (spin up / spin down) in eV: -2.968 / -2.960

Each line ends with the Mulliken charge.
Positions of all 73 atoms, in Å:
Co: 0.86081 0.61456 -0.09607  0.305
O: 0.58834 -3.07024 1.89221  -0.522
C: 0.51890 -2.00996 1.09502  -0.134
O: 0.03466 -0.95511 1.41768  0.090
C: 1.09883 -2.25779 -0.26389  0.651
C: 1.46486 -3.51228 -0.72209  -0.861
C: 1.95810 -3.61417 -2.00985  -1.091
C: 2.10791 -2.46390 -2.77034  -0.940
C: 1.74631 -1.24491 -2.21982  1.175
N: 1.21872 -1.16259 -1.00141  0.466
C: 1.98978 0.10025 -2.86154  0.231
O: 2.35960 0.13596 -4.13784  -0.500
O: 1.99184 1.10674 -2.20356  -0.448
H: 0.24766 -2.81315 2.76321  0.514
H: 1.35983 -4.37544 -0.08223  0.645
H: 2.24901 -4.57424 -2.41296  0.477
H: 2.54045 -2.53817 -3.75934  0.317
H: 2.33976 -0.73297 -4.55549  0.304
O: -1.25906 0.11560 -1.91067  -0.597
N: -0.82878 1.04189 -0.96681  0.728
C: -1.48737 2.12913 -1.05104  -0.765
C: -1.38404 3.34205 -0.22743  0.651
C: -2.35963 4.30322 -0.50999  -1.160
C: -2.44106 5.47877 0.21422  -0.698
C: -1.54263 5.71296 1.24362  -0.807
C: -0.56535 4.77248 1.52819  -0.041
C: -0.46660 3.58862 0.80514  0.216
P: 0.87264 2.41205 1.16324  2.397
C: 2.38540 3.39756 1.09911  0.742
C: 3.11877 3.40984 -0.08324  -0.711
C: 4.24881 4.20639 -0.18799  -0.697
C: 4.65466 4.98321 0.88723  -0.501
C: 3.93394 4.96163 2.07375  -0.833
C: 2.80112 4.17059 2.18172  -0.350
C: 0.64540 1.92960 2.89320  0.256
C: -0.60309 2.01026 3.50500  -0.523
C: -0.78144 1.51885 4.79032  -0.906
C: 0.28404 0.94137 5.46581  -0.466
C: 1.52719 0.84899 4.85304  -0.874
C: 1.70998 1.33408 3.56754  -0.225
H: -1.20934 -0.76475 -1.45045  0.371
H: -2.26545 2.14449 -1.80986  0.352
H: -3.06454 4.11958 -1.31132  0.410
H: -3.20254 6.20848 -0.02508  0.423
H: -1.59660 6.62745 1.81889  0.439
H: 0.14071 4.96619 2.32561  0.380
H: 2.81241 2.78908 -0.91647  0.168
H: 4.81739 4.21321 -1.10842  0.446
H: 5.54001 5.59987 0.80511  0.395
H: 4.25733 5.55655 2.91766  0.429
H: 2.25751 4.13960 3.11819  0.369
H: -1.43754 2.46421 2.98451  0.412
H: -1.75010 1.59529 5.26694  0.459
H: 0.14780 0.56831 6.47264  0.426
H: 2.35916 0.39809 5.37821  0.436
H: 2.66962 1.23679 3.07603  0.469
C: -3.36696 -4.40341 -2.00912  -1.196
C: -3.28823 -4.13596 -0.51491  -0.438
S: -2.86880 -2.41284 -0.21888  0.236
O: -1.45047 -2.26395 -0.72980  -0.553
C: -2.74077 -2.45835 1.57943  0.327
C: -4.10841 -2.36569 2.24223  -1.296
H: -3.62027 -5.44764 -2.18588  0.401
H: -2.40976 -4.19563 -2.48528  0.263
H: -4.13048 -3.78501 -2.48154  0.328
H: -2.51909 -4.73817 -0.02749  0.338
H: -4.24586 -4.30915 -0.01953  0.389
H: -2.11630 -1.59397 1.81120  -0.226
H: -2.20012 -3.36384 1.86055  0.317
H: -4.63394 -1.46156 1.93591  0.336
H: -3.99221 -2.33901 3.32473  0.405
H: -4.73586 -3.22384 2.00148  0.334
F: 2.47060 0.28022 0.74690  -0.863